a | ORCA calculation (ωB97M-V/def2-TZVPD) on a single C3H5ClS molecule.

The geometry in ORCA input format:
```
! RIJCOSX wB97M-V def2-TZVPD def2/J DEFGRID3
* xyz 0 1
C 1.4428 1.5109 -0.3517
C 0.6578 0.5637 0.0899
Cl 1.2527 -1.1154 0.0442
C -0.6948 0.7897 0.6125
S -1.9141 -0.1829 -0.2548
H 2.3388 1.2841 -0.8168
H 1.3004 2.5200 -0.1057
H -0.8533 1.8162 0.4723
H -0.6126 0.3571 1.6317
H -1.2779 -1.2754 0.0398
*
```

Output
Highest occupied orbital energy   -0.3408 hartree
HOMO-LUMO gap   10.1 eV
Lowest unoccupied orbital energy   0.828 eV

Löwdin atomic charge list, values in e, 4 entries: -0.013, -0.789, 0.622, -0.607

***

b | ORCA calculation (ωB97M-V/def2-TZVPD) on a single C3H5ClS molecule.

The geometry in ORCA input format:
```
! RIJCOSX wB97M-V def2-TZVPD def2/J DEFGRID3
* xyz 0 1
C -1.7481 -0.2645 -0.1382
C -0.5089 -0.1359 -0.5667
C 0.7130 -0.0246 0.3745
S 1.3674 1.4956 -0.0455
Cl 1.9573 -1.3580 0.1119
H -2.6463 -0.6523 -0.6381
H -2.0308 -0.0681 0.9031
H -0.1448 -0.2557 -1.6367
H 0.3588 -0.2662 1.4223
H 2.6824 1.5297 0.2133
*
```

Output
Highest occupied orbital energy   -0.3492 hartree
HOMO-LUMO gap   10.1 eV
Lowest unoccupied orbital energy   0.635 eV

Löwdin atomic charge list, values in e, 4 entries: 0.002, -0.321, -1.112, 0.736

***

Most stable pick: a. Distance to second place: 0.0139 hartree.

***

a | ORCA calculation (ωB97M-V/def2-TZVPD) on a molecular structure, C30H43CsGeN7O5.

The geometry in ORCA input format:
```
! RIJCOSX wB97M-V def2-TZVPD def2/J DEFGRID3
* xyz 0 2
Cs -0.2635 0.0564 -0.1196
C 0.2394 4.1582 -1.2182
C -0.9011 3.2981 -1.7749
C -1.3701 3.9004 -3.1078
C -2.0794 3.3117 -0.7894
O -0.3961 2.0009 -1.9366
Ge -0.8808 0.6579 -3.2022
O 0.5844 -0.4553 -2.7116
C 1.8481 -0.5668 -3.3044
C 1.7973 -0.3372 -4.8217
C 2.3414 -1.9929 -3.0354
C 2.8188 0.4430 -2.6776
O -2.0602 -0.1985 -1.9974
C -2.9673 -1.2535 -2.1819
C -3.5767 -1.2299 -3.5900
C -4.0858 -1.0623 -1.1507
C -2.2858 -2.6099 -1.9485
H -0.0947 5.1842 -1.0459
H 1.0673 4.1685 -1.9294
H 0.5956 3.7377 -0.2744
H -1.6310 4.9535 -2.9849
H -2.2431 3.3586 -3.4769
H -0.5780 3.8147 -3.8537
H -2.5249 4.3076 -0.7410
H -1.7567 3.0244 0.2152
H -2.8344 2.5976 -1.1252
H 1.0286 -0.9743 -5.2633
H 2.7592 -0.5739 -5.2809
H 1.5414 0.7016 -5.0399
H 1.6763 -2.7065 -3.5246
H 2.3363 -2.1915 -1.9617
H 3.3560 -2.1330 -3.4177
H 2.3833 1.4424 -2.7385
H 3.7805 0.4361 -3.1962
H 2.9897 0.1992 -1.6251
H -3.9812 -0.2380 -3.7990
H -4.3784 -1.9658 -3.6823
H -2.8102 -1.4501 -4.3359
H -4.5986 -0.1177 -1.3412
H -3.6592 -1.0273 -0.1457
H -4.8090 -1.8794 -1.2031
H -1.4053 -2.6880 -2.5890
H -2.9750 -3.4229 -2.1875
H -1.9748 -2.7136 -0.9054
C -1.7638 -5.9291 8.7423
O -1.0725 -5.1824 7.7576
C -1.0078 -3.8475 7.9088
C -1.5275 -3.1521 8.9973
C -1.3963 -1.7776 9.0711
C -0.7852 -1.0655 8.0404
C -0.2495 -1.7793 6.9495
C -0.3540 -3.1460 6.8890
N -0.6339 0.3119 8.1832
N -0.4283 1.0560 7.2019
C -0.7492 0.8028 5.9191
C -1.8875 0.0286 5.5527
C -2.1948 -0.2011 4.2560
C -1.3632 0.2591 3.1590
O -1.6162 -0.0224 1.9931
C -0.1903 1.0877 3.5348
N 0.6250 1.4796 2.5519
C 1.6842 2.2016 2.8495
C 2.0005 2.5974 4.1530
C 1.1827 2.1847 5.1755
C 0.0584 1.3976 4.8822
H -1.7376 -6.9614 8.4055
H -2.8059 -5.6118 8.8282
H -1.2759 -5.8561 9.7171
H -2.0351 -3.6771 9.7949
H -1.7865 -1.2352 9.9224
H 0.2487 -1.2450 6.1491
H 0.0464 -3.6991 6.0485
H -2.5125 -0.3666 6.3434
H -3.0759 -0.7716 3.9916
H 2.3233 2.4885 2.0196
H 2.8729 3.2066 4.3460
H 1.3729 2.4578 6.2056
N 4.2359 -0.4341 3.3844
C 3.4095 -1.0684 4.2482
N 3.8187 -1.2055 5.5326
N 2.2591 -1.5602 3.9083
C 1.8276 -1.5324 2.6670
N 1.3805 -1.5374 1.5974
H 5.1903 -0.2326 3.6210
H 3.9996 -0.4786 2.4059
H 4.5305 -0.6026 5.9050
H 3.1313 -1.5549 6.1772
*
```

Output
Highest occupied orbital energy (spin up / spin down)   -0.2281 / -0.2280 hartree
HOMO-LUMO gap (spin up / spin down)   5.0 / 3.8 eV
Lowest unoccupied orbital energy (spin up / spin down)   -1.171 / -2.381 eV

Löwdin atomic charge list, values in e, 4 entries: 1.498, -0.037, -0.740, -0.069

***

b | ORCA calculation (ωB97M-V/def2-TZVPD) on a molecular structure, C30H43CsGeN7O5.

The geometry in ORCA input format:
```
! RIJCOSX wB97M-V def2-TZVPD def2/J DEFGRID3
* xyz 0 2
Cs -1.8905 -1.2051 0.0590
C -2.3713 -4.2448 -3.8892
C -1.5986 -3.5640 -2.7564
C -0.6643 -4.5887 -2.1072
C -0.7791 -2.3997 -3.3140
O -2.4573 -3.1056 -1.7382
Ge -4.2003 -2.4159 -1.9867
O -3.5912 -0.6322 -1.9489
C -4.3884 0.5178 -2.1394
C -4.9989 0.9190 -0.7969
C -5.4846 0.2853 -3.1810
C -3.4490 1.6173 -2.6385
O -4.5026 -2.3776 -0.1536
C -5.0829 -3.4410 0.5868
C -3.9744 -4.3849 1.0555
C -5.7631 -2.7867 1.7896
C -6.1302 -4.2123 -0.2158
H -1.6837 -4.7015 -4.6050
H -2.9990 -3.5287 -4.4215
H -3.0176 -5.0248 -3.4821
H 0.0581 -4.9852 -2.8247
H -1.2475 -5.4174 -1.7021
H -0.1134 -4.1217 -1.2871
H -0.1570 -2.7736 -4.1329
H -0.1126 -1.9536 -2.5686
H -1.4414 -1.6201 -3.6951
H -5.5444 0.0785 -0.3657
H -5.6862 1.7635 -0.9028
H -4.2204 1.2138 -0.0841
H -6.2164 -0.4416 -2.8242
H -5.0431 -0.1031 -4.1004
H -6.0078 1.2168 -3.4088
H -2.6316 1.7546 -1.9264
H -3.9735 2.5686 -2.7580
H -3.0197 1.3282 -3.5992
H -3.2870 -3.8487 1.7157
H -3.4097 -4.7450 0.1944
H -4.3769 -5.2383 1.6066
H -5.0316 -2.2054 2.3552
H -6.2059 -3.5330 2.4539
H -6.5483 -2.1110 1.4464
H -5.6758 -4.7614 -1.0424
H -6.8712 -3.5273 -0.6314
H -6.6409 -4.9284 0.4324
C 5.6425 7.4101 -0.4222
O 4.6745 6.8808 0.4693
C 4.9581 5.7097 1.0780
C 3.9759 5.2142 1.9352
C 4.1440 4.0095 2.5873
C 5.3147 3.2761 2.3952
C 6.3221 3.7999 1.5938
C 6.1384 4.9934 0.9090
N 5.6157 2.0562 3.0685
N 5.0194 0.9919 2.9242
C 3.9179 0.7529 1.9679
C 3.8615 0.2177 -0.2700
C 2.6544 0.0434 -0.9977
C 1.4195 -0.0864 -0.3578
O 0.2804 0.1386 -0.7162
C 1.4366 0.2005 2.2002
N 0.2370 0.3002 2.7512
C 0.1407 0.9595 3.9036
C 1.2384 1.4505 4.5899
C 2.4937 1.3334 4.0123
C 2.6065 0.7533 2.7580
H 5.2149 8.3262 -0.8176
H 5.8400 6.7222 -1.2478
H 6.5782 7.6410 0.0912
H 3.0751 5.7983 2.0722
H 3.3580 3.6544 3.2389
H 7.2539 3.2574 1.4944
H 6.9257 5.3608 0.2670
H 4.7336 0.3843 -0.8943
H 2.6353 0.3019 -2.0475
H -0.8545 1.0535 4.3222
H 1.1101 1.9104 5.5597
H 3.3595 1.7022 4.5466
N 5.7055 -0.8012 0.9838
C 4.2961 -0.5079 1.0466
N 3.8065 1.6492 0.7602
N 3.6288 -1.7704 1.3209
C 2.3904 -1.6914 1.2421
N 1.5788 -0.6002 1.0502
H 6.2976 -0.0190 1.2329
H 5.9117 -1.5707 1.6084
H 4.5691 2.3088 0.6394
H 2.9249 2.1498 0.6837
*
```

Output
Highest occupied orbital energy (spin up / spin down)   -0.2314 / -0.2314 hartree
HOMO-LUMO gap (spin up / spin down)   5.5 / 5.4 eV
Lowest unoccupied orbital energy (spin up / spin down)   -0.799 / -0.856 eV

Löwdin atomic charge list, values in e, 4 entries: 1.333, -0.073, -0.740, -0.035

***

Most stable pick: a. Distance to second place: 0.1333 hartree.

***

a | ORCA calculation (ωB97M-V/def2-TZVPD) on a single C2H4NPS molecule.

The geometry in ORCA input format:
```
! RIJCOSX wB97M-V def2-TZVPD def2/J DEFGRID3
* xyz 0 1
C -0.9972 0.5054 -0.2834
C -0.5323 -0.5837 0.6062
N 0.5136 -1.2955 0.6199
P 2.0448 -0.8327 -0.8658
S 3.0479 0.6575 -0.2372
H -1.4395 0.2553 -1.2024
H 0.0502 1.0634 -0.5395
H -1.5557 1.1234 0.3863
H -1.1319 -0.8930 1.5161
*
```

Output
Highest occupied orbital energy (spin up / spin down)   -0.3033 / -0.3034 hartree
HOMO-LUMO gap (spin up / spin down)   6.8 / 6.8 eV
Lowest unoccupied orbital energy (spin up / spin down)   -1.428 / -1.428 eV

Löwdin atomic charge list, values in e, 4 entries: -0.105, -0.436, -0.148, 0.346

***

b | ORCA calculation (ωB97M-V/def2-TZVPD) on a molecular structure, C2H4NPS.

The geometry in ORCA input format:
```
! RIJCOSX wB97M-V def2-TZVPD def2/J DEFGRID3
* xyz 0 1
C -1.5075 1.0804 -0.1197
C 0.2593 -0.8789 0.0860
N -0.3404 1.2112 -1.5568
P 0.9533 0.3391 -1.1591
S -1.2510 -0.1896 0.8747
H -2.3881 1.6848 -0.1438
H -0.0647 -1.7950 -0.4139
H 0.9812 -1.1353 0.8614
H 1.6092 1.1364 -0.1785
*
```

Output
Highest occupied orbital energy (spin up / spin down)   -0.2979 / -0.2979 hartree
HOMO-LUMO gap (spin up / spin down)   7.2 / 7.2 eV
Lowest unoccupied orbital energy (spin up / spin down)   -0.920 / -0.921 eV

Löwdin atomic charge list, values in e, 4 entries: -0.396, -0.672, -0.391, 0.600

***

Most stable pick: a. Distance to second place: 0.0807 hartree.

***

a | ORCA calculation (ωB97M-V/def2-TZVPD) on a molecular structure, C12H18Cl2N2Os.

The geometry in ORCA input format:
```
! RIJCOSX wB97M-V def2-TZVPD def2/J DEFGRID3
* xyz 0 5
Os -0.6988 0.7948 -0.0869
Cl 1.1402 1.8844 0.9253
Cl -2.6662 -0.4203 -0.5455
C -1.3637 2.2004 -0.9621
H -2.3168 2.2651 -1.5596
H -0.8707 3.1896 -0.9440
C 0.4306 -0.1242 -1.3997
C -0.2910 1.1123 -1.9173
H 0.3648 -0.9972 -0.5807
C 0.7417 2.1282 -2.4915
H -0.8527 0.6694 -2.7323
C 1.8551 1.6555 -3.4312
H 0.1779 2.9806 -2.8923
H 1.2059 2.5614 -1.5996
C 2.4668 0.3577 -2.9078
H 1.4461 1.4941 -4.4461
H 2.5876 2.4851 -3.5026
C 1.3177 -0.6129 -2.5095
H 3.0987 -0.1219 -3.6894
H 3.1136 0.5614 -2.0204
H 0.7131 -0.6932 -3.4582
H 1.6944 -1.6531 -2.2920
N -1.3389 -2.8461 5.1695
C -1.1086 -2.0603 4.0452
C -1.0900 -0.6619 4.1211
C -0.8817 0.0856 2.9528
N -0.7069 -0.4893 1.7413
C -0.7405 -1.8337 1.6675
C -0.8959 -2.6575 2.7891
H -1.5097 -2.4164 6.0611
H -1.3592 -3.8450 5.1015
H -1.2392 -0.1581 5.0837
H -0.8543 1.1751 2.9749
H -0.6843 -2.2652 0.6673
H -0.8851 -3.7445 2.6682
*
```

Output
Highest occupied orbital energy (spin up / spin down)   -0.2197 / -0.2916 hartree
HOMO-LUMO gap (spin up / spin down)   6.5 / 6.8 eV
Lowest unoccupied orbital energy (spin up / spin down)   0.521 / -1.103 eV

Löwdin atomic charge list, values in e, 4 entries: 1.070, 0.011, 0.020, -0.423

***

b | ORCA calculation (ωB97M-V/def2-TZVPD) on a molecular structure, C12H18Cl2N2Os.

The geometry in ORCA input format:
```
! RIJCOSX wB97M-V def2-TZVPD def2/J DEFGRID3
* xyz 0 5
Os -0.5919 0.1938 0.0070
Cl 0.1297 1.6763 1.7003
Cl -1.9905 -1.1886 -1.2810
C -2.1299 2.0937 -0.8068
H -2.9913 1.4474 -0.9298
H -2.2008 3.1322 -0.4787
C 1.0012 -0.2813 -0.7585
C -0.8353 1.7017 -1.3752
H 1.5607 -1.0676 -0.2242
C 0.0578 2.9648 -1.5988
H -0.8563 1.0764 -2.2927
C 1.3257 2.6929 -2.3954
H -0.5654 3.6873 -2.1481
H 0.2856 3.4618 -0.6427
C 2.2275 1.7049 -1.6601
H 1.0305 2.3096 -3.3800
H 1.8647 3.6281 -2.5742
C 1.7821 0.2556 -1.9231
H 3.2709 1.8222 -1.9579
H 2.1817 1.9111 -0.5802
H 1.1470 0.1630 -2.8132
H 2.6508 -0.3980 -2.0803
N -1.7874 -0.5899 2.7911
C -1.0243 -1.6780 2.4749
C -0.9587 -2.7969 3.3500
C -0.3536 -3.9683 2.9018
C 0.1996 -3.9826 1.6033
C 0.1591 -2.8320 0.8368
N -0.3921 -1.6863 1.2917
H -1.5871 0.3093 2.3264
H -2.0930 -0.5050 3.7445
H -1.4262 -2.7090 4.3407
H -0.3341 -4.8766 3.5195
H 0.6712 -4.8713 1.1850
H 0.5721 -2.8009 -0.1722
*
```

Output
Highest occupied orbital energy (spin up / spin down)   -0.2087 / -0.3195 hartree
HOMO-LUMO gap (spin up / spin down)   5.6 / 7.0 eV
Lowest unoccupied orbital energy (spin up / spin down)   -0.059 / -1.653 eV

Löwdin atomic charge list, values in e, 4 entries: 1.109, -0.021, -0.022, -0.088

***

Most stable pick: b. Distance to second place: 0.0931 hartree.

***

a | ORCA calculation (ωB97M-V/def2-TZVPD) on a molecular structure, H15LiO8.

The geometry in ORCA input format:
```
! RIJCOSX wB97M-V def2-TZVPD def2/J DEFGRID3
* xyz 0 1
Li 0.2509 -0.0421 0.2427
O 0.0321 1.0891 -1.2802
H 0.7494 1.5718 -1.1514
O 0.7484 -0.9983 -2.6055
H 0.3227 -0.0577 -2.2719
H 0.1946 -1.0035 -3.3854
O -0.9384 3.2658 -0.2372
H -0.7028 2.3098 -0.4358
H -0.2082 3.5778 0.1736
O -0.8323 -0.0173 2.0362
H -1.7377 0.3691 1.9913
H -0.3754 0.4180 2.7761
O -0.1461 -2.1544 -0.3273
H 0.1372 -1.8816 -1.2611
H 0.0585 -3.0509 -0.0725
O 0.7656 -2.1585 2.6819
H 0.0972 -1.4085 2.3147
H 0.7615 -2.7933 2.0949
O 2.0087 0.9362 0.9587
H 2.0859 1.8296 0.9063
H 2.7430 0.7056 0.3236
O -2.2859 -0.0420 -0.9440
H -2.2443 -0.8810 -1.3463
H -1.4845 0.4164 -1.1812
*
```

Output
Highest occupied orbital energy   -0.3735 hartree
HOMO-LUMO gap   9.8 eV
Lowest unoccupied orbital energy   -0.358 eV

Löwdin atomic charge list, values in e, 4 entries: 0.699, -0.365, -0.097, -0.145

***

b | ORCA calculation (ωB97M-V/def2-TZVPD) on a molecular structure, H15LiO8.

The geometry in ORCA input format:
```
! RIJCOSX wB97M-V def2-TZVPD def2/J DEFGRID3
* xyz 0 1
Li 48.8330 51.1770 30.1370
O 49.4660 52.4390 28.9280
H 49.6830 52.8970 28.1850
O 50.2350 50.4100 31.7940
H 49.9510 50.4110 32.6810
H 50.7820 49.4820 31.7890
O 49.1560 54.2670 30.0470
H 49.2930 53.3640 29.7110
H 48.8810 54.6670 29.2690
O 47.8730 51.6050 26.7740
H 48.5140 51.8670 27.4090
H 48.3190 50.9270 26.3850
O 51.0030 50.4300 28.3520
H 50.4500 51.1860 28.5730
H 51.5770 50.6630 27.6930
O 47.3740 51.7620 31.4810
H 47.4160 52.7180 31.9180
H 46.7850 51.3200 31.9270
O 52.0900 53.1130 29.4810
H 51.2150 52.6560 29.1890
H 52.0070 52.6830 30.4180
O 47.9000 49.3260 29.3350
H 47.0730 49.1840 29.0460
H 48.0300 48.4860 29.9760
*
```

Output
Highest occupied orbital energy   -0.3368 hartree
HOMO-LUMO gap   8.5 eV
Lowest unoccupied orbital energy   -0.680 eV

Löwdin atomic charge list, values in e, 4 entries: 0.716, -0.320, -0.011, -0.104

***

Most stable pick: a. Distance to second place: 0.0656 hartree.

***

a | ORCA calculation (ωB97M-V/def2-TZVPD) on 2 unconnected molecules or ions with the total composition HNO3S.

The geometry in ORCA input format:
```
! RIJCOSX wB97M-V def2-TZVPD def2/J DEFGRID3
* xyz 0 1
N -0.5231 0.1490 -1.0373
O 0.6401 0.4439 1.4985
O -0.2097 1.2987 -1.0458
O -0.1034 2.6503 2.2821
S 0.6880 1.9000 1.3433
H 0.0166 -0.4053 -0.1752
*
```

Output
Highest occupied orbital energy (spin up / spin down)   -0.3678 / -0.3678 hartree
HOMO-LUMO gap (spin up / spin down)   8.7 / 8.7 eV
Lowest unoccupied orbital energy (spin up / spin down)   -1.265 / -1.261 eV

Löwdin atomic charge list, values in e, 4 entries: 0.034, -0.476, -0.136, -0.417

***

b | ORCA calculation (ωB97M-V/def2-TZVPD) on 2 unconnected molecules or ions with the total composition HNO3S.

The geometry in ORCA input format:
```
! RIJCOSX wB97M-V def2-TZVPD def2/J DEFGRID3
* xyz 0 1
N -2.8101 0.6807 0.3489
O -1.9049 -2.2298 -0.0829
O -0.2383 -0.5425 -0.6551
O -2.4318 1.4612 -0.4886
S -1.0388 -1.2557 0.5285
H -0.8493 0.1804 -1.0665
*
```

Output
Highest occupied orbital energy (spin up / spin down)   -0.3191 / -0.3591 hartree
HOMO-LUMO gap (spin up / spin down)   7.7 / 8.3 eV
Lowest unoccupied orbital energy (spin up / spin down)   -1.014 / -1.502 eV

Löwdin atomic charge list, values in e, 4 entries: 0.066, -0.507, -0.405, -0.054

***

Most stable pick: a. Distance to second place: 0.0174 hartree.